8
Properties=species:S:1:pos:R:3:forces:R:3:mulliken_charge:R:1 method="wB97M-V/def2-TZVPD" homo_energy_ev="-7.4 / -9.6" gap_ev="7.1 / 9.4" total_charge=0 de_lowest_kcal_mol=60.7
N 1.39729 -0.05794 0.24098 -1.3 -0.5 -0.5 -0.58
N -1.87043 -0.30977 -0.67873 0.0 -0.1 0.1 -0.46
P -0.61643 -0.96137 -1.56220 1.1 1.5 0.4 0.31
Cl -0.68437 -2.81646 -0.86426 0.0 -1.1 0.4 -0.18
H 2.01458 -0.86750 0.19952 0.1 -0.1 -0.2 0.19
H 1.82195 0.63701 -0.36616 0.2 0.1 -0.2 0.20
H -2.02430 0.67648 -0.81496 0.0 0.1 0.0 0.26
H -1.96369 -0.58395 0.29119 0.0 0.0 0.0 0.27